1.
Here is C30H19Cl5CsN3OP as an isolated structure from the Open Molecules 2025 dataset. Energies are from ωB97M-V/def2-TZVPD.

Spin multiplicity: 1
Lowest unoccupied orbital energy, eV: 1.89
Relative energy (zero: lowest compared OMol25 entry of this formula, charge and spin), eV: 1.776
Orbital gap, eV: 6.31
Charge: -1

Last column: Löwdin charge in e.
Geometry (Å):
Cs -1.175 -2.007 0.214  0.901
N 1.261 1.803 0.165  -0.124
P 1.776 0.300 -0.489  1.010
C 3.540 0.482 -0.019  -0.359
C 4.484 1.154 -0.792  -0.081
C 5.795 1.271 -0.350  -0.087
C 6.173 0.727 0.869  -0.092
C 5.238 0.058 1.647  -0.082
C 3.932 -0.069 1.200  -0.106
C 1.840 0.654 -2.289  -0.386
C 1.456 1.872 -2.836  -0.091
C 1.470 2.057 -4.213  -0.085
C 1.869 1.027 -5.052  -0.095
C 2.246 -0.196 -4.512  -0.089
C 2.221 -0.382 -3.139  -0.108
C -0.078 2.069 0.395  -0.411
C -0.472 3.120 1.230  -0.020
C -1.818 3.350 1.390  -0.071
C -2.736 2.540 0.727  -0.074
C -2.245 1.527 -0.065  -0.164
N -0.942 1.292 -0.250  0.067
H 1.918 2.341 0.707  0.106
H 4.194 1.580 -1.745  0.102
H 6.523 1.791 -0.961  0.100
H 7.195 0.822 1.212  0.099
H 5.525 -0.368 2.600  0.104
H 3.202 -0.599 1.802  0.086
H 1.136 2.670 -2.178  0.097
H 1.161 3.007 -4.630  0.100
H 1.874 1.171 -6.125  0.098
H 2.545 -1.009 -5.162  0.101
H 2.496 -1.345 -2.721  0.104
H 0.270 3.703 1.759  0.113
H -2.158 4.140 2.047  0.110
H -3.801 2.679 0.843  0.101
H -2.915 0.846 -0.581  0.088
Cl -8.186 -5.604 -1.943  0.617
C -6.528 -5.182 -1.682  -0.738
C -6.096 -3.864 -1.816  -0.713
Cl -7.239 -2.639 -2.250  0.646
C -4.771 -3.529 -1.606  -0.605
Cl -4.241 -1.886 -1.771  0.639
C -3.767 -4.482 -1.243  -0.558
O -2.563 -4.177 -1.047  -0.306
C -4.264 -5.819 -1.120  -0.616
Cl -3.104 -7.025 -0.678  0.670
C -5.589 -6.152 -1.329  -0.712
Cl -6.100 -7.797 -1.152  0.640
N 1.636 3.704 5.479  0.112
C 1.067 2.836 4.977  -0.220
C 0.364 1.770 4.326  -0.287
C 1.058 0.823 3.572  -0.089
C 0.351 -0.170 2.905  -0.242
C -1.054 -0.302 2.915  -0.222
C -1.689 0.674 3.714  -0.188
C -1.030 1.679 4.402  -0.085
H 2.142 0.883 3.520  0.095
H 0.954 -0.882 2.333  0.028
H -2.774 0.656 3.804  0.070
H -1.576 2.409 4.991  0.103

2.
Here is C18H25F6GeN2OPPb as an isolated structure from the Open Molecules 2025 dataset. Energies are from ωB97M-V/def2-TZVPD.

Spin multiplicity: 2
Lowest unoccupied orbital energy (alpha / beta), eV: -3.71 / -5.51
Relative energy (zero: lowest compared OMol25 entry of this formula, charge and spin), eV: 0.081
Orbital gap (alpha / beta), eV: 8.18 / 6.40
Charge: +1

Last column: Löwdin charge in e.
Geometry (Å):
Pb 7.637 -14.884 -3.605  1.631
C 5.582 -15.837 -1.965  -0.234
H 6.181 -15.351 -1.194  -0.025
H 4.689 -15.253 -2.330  0.033
Ge 5.539 -17.781 -2.236  0.940
C 6.895 -18.232 -3.666  -0.336
C 6.661 -17.774 -5.008  -0.176
C 7.660 -18.052 -5.946  -0.087
C 8.864 -18.686 -5.597  -0.070
C 9.070 -19.141 -4.326  -0.079
C 8.119 -18.872 -3.362  -0.117
C 3.618 -18.239 -2.227  -0.331
C 2.703 -17.961 -3.197  -0.144
C 1.375 -18.242 -2.979  -0.095
C 0.882 -18.719 -1.763  -0.056
C 1.811 -18.935 -0.721  -0.075
C 3.147 -18.699 -0.967  -0.135
H 6.169 -18.097 -0.831  0.023
H 5.791 -17.257 -5.319  0.080
H 7.638 -17.708 -6.958  0.100
H 9.541 -18.876 -6.426  0.116
H 10.026 -19.562 -4.018  0.124
H 8.263 -19.198 -2.339  0.104
H 3.083 -17.567 -4.152  0.107
H 0.630 -18.074 -3.811  0.128
H -0.195 -18.876 -1.655  0.112
H 1.558 -19.274 0.279  0.109
H 3.828 -18.877 -0.109  0.099
F 10.666 -16.231 -0.557  -0.077
P 10.462 -15.273 -1.793  0.197
F 8.716 -15.348 -1.500  -0.325
F 10.390 -13.966 -0.813  -0.139
F 10.062 -14.294 -3.026  -0.272
F 10.186 -16.454 -2.861  -0.160
F 11.956 -15.121 -2.179  -0.054
C 6.412 -10.674 0.080  -0.096
N 6.452 -11.872 -0.650  -0.113
C 5.306 -12.780 -0.379  -0.006
C 7.374 -12.141 -1.667  -0.402
O 7.057 -13.004 -2.537  -0.257
N 8.502 -11.409 -1.813  -0.108
C 9.320 -10.844 -0.761  -0.043
C 9.291 -11.463 -3.078  -0.008
H 5.369 -10.372 0.211  0.093
H 6.979 -9.834 -0.406  0.109
H 6.863 -10.660 1.103  0.106
H 5.552 -13.542 0.347  0.094
H 5.158 -13.352 -1.309  0.048
H 4.408 -12.162 -0.194  0.107
H 8.835 -10.752 0.230  0.091
H 9.658 -9.846 -0.958  0.093
H 10.174 -11.504 -0.693  0.087
H 9.560 -10.380 -3.188  0.117
H 8.626 -11.779 -3.877  0.078
H 10.178 -12.106 -2.959  0.088

3.
Here is C18H43FeN6O7 as an isolated structure from the Open Molecules 2025 dataset. Energies are from ωB97M-V/def2-TZVPD.

Spin multiplicity: 9
Lowest unoccupied orbital energy (alpha / beta), eV: -2.05 / -6.73
Relative energy (zero: lowest compared OMol25 entry of this formula, charge and spin), eV: 2.001
Orbital gap (alpha / beta), eV: 6.77 / 4.55
Charge: +1

Last column: Löwdin charge in e.
Geometry (Å):
Fe -0.977 1.267 -1.713  1.146
O -0.177 -0.096 -0.570  -0.386
H -0.112 -0.836 0.064  -0.050
C -2.420 2.995 0.655  -0.267
O -1.525 2.397 0.072  -0.157
N -2.211 4.202 1.217  -0.141
C -3.180 4.929 2.101  -0.001
C -0.921 4.876 0.957  -0.016
H -3.393 2.549 0.912  0.153
H -3.225 5.933 1.678  0.091
H -2.787 5.117 3.101  0.094
H -4.155 4.442 2.110  0.096
H -0.525 5.017 1.962  0.099
H -0.290 4.323 0.261  0.067
H -1.041 5.876 0.541  0.099
C -4.995 -1.940 -0.193  -0.365
O -4.805 -1.392 -1.254  0.022
N -4.409 -1.654 0.957  -0.194
C -4.851 -2.230 2.213  -0.036
C -3.303 -0.758 1.041  -0.063
H -5.621 -2.844 -0.137  0.142
H -5.063 -1.434 2.927  0.090
H -4.126 -2.928 2.631  0.092
H -5.798 -2.716 1.980  0.090
H -2.355 -1.143 1.415  0.077
H -3.021 -0.341 0.074  0.058
H -3.599 -0.005 1.772  0.088
C 1.722 3.207 -2.465  -0.386
O 0.660 2.732 -1.982  -0.213
N 2.899 2.570 -2.632  -0.078
C 3.814 3.031 -3.691  0.028
C 3.174 1.225 -2.141  0.011
H 1.753 4.231 -2.870  0.118
H 3.793 2.313 -4.511  0.119
H 4.812 2.920 -3.268  0.115
H 3.616 4.084 -3.889  0.103
H 4.064 1.172 -1.514  0.126
H 2.301 0.839 -1.615  0.060
H 3.287 0.598 -3.025  0.116
C -1.247 -3.565 -0.521  -0.337
O -1.622 -4.407 -1.333  0.007
N -0.705 -3.888 0.654  -0.191
C 0.033 -2.925 1.381  -0.052
C -0.687 -5.249 1.080  -0.038
H -1.213 -2.497 -0.786  0.117
H 0.118 -1.937 0.929  0.035
H 0.961 -3.473 1.547  0.115
H -0.435 -2.636 2.322  0.098
H -1.141 -5.950 0.378  0.094
H 0.330 -5.638 1.111  0.099
H -1.210 -5.410 2.023  0.098
C 1.595 0.233 2.297  -0.382
O 1.645 -0.485 3.242  0.055
N 1.872 1.540 2.287  -0.174
C 1.842 2.409 1.109  -0.045
C 2.441 2.228 3.466  -0.021
H 1.336 -0.114 1.285  0.101
H 2.895 2.636 0.941  0.096
H 1.245 3.288 1.352  0.067
H 1.402 1.881 0.263  0.044
H 3.518 2.158 3.311  0.096
H 2.188 3.287 3.509  0.084
H 2.155 1.734 4.395  0.092
C 2.674 -2.171 -1.296  -0.372
O 3.709 -2.363 -0.774  0.058
N 2.115 -2.996 -2.280  -0.169
C 0.928 -2.574 -3.019  -0.064
C 2.964 -4.071 -2.759  -0.043
H 2.003 -1.336 -1.042  0.094
H -0.017 -3.117 -2.992  0.075
H 1.185 -2.493 -4.075  0.088
H 0.570 -1.592 -2.709  0.047
H 3.643 -4.281 -1.932  0.084
H 2.323 -4.939 -2.914  0.097
H 3.578 -3.817 -3.623  0.093

Which of these has the lowest relative energy (zero: lowest compared OMol25 entry of this formula, charge and spin)?
C18H25F6GeN2OPPb